(1)
{"formula": "C41H37FeN5O3P", "method": "wB97M-V/def2-TZVPD", "total_charge": 1, "homo_ha": [-0.3616, -0.3632], "spin_multiplicity": 5, "s2": 6.0132, "homo_lumo_gap_ev": [6.926, 6.853], "symbols": ["Fe", "C", "O", "C", "C", "C", "C", "C", "C", "N", "N", "C", "C", "O", "C", "C", "C", "C", "C", "C", "C", "C", "H", "H", "H", "H", "H", "H", "H", "H", "H", "H", "H", "H", "H", "O", "N", "C", "C", "C", "C", "C", "C", "C", "P", "C", "C", "C", "C", "C", "C", "C", "C", "C", "C", "C", "C", "H", "H", "H", "H", "H", "H", "H", "H", "H", "H", "H", "H", "H", "H", "H", "H", "C", "C", "C", "C", "N", "N", "C", "H", "H", "H", "H", "H", "H", "H", "H"], "positions_angstrom": [[-0.157, -0.572, -0.969], [-3.476, -0.390, -1.719], [-2.265, 0.294, -1.394], [-2.366, 1.634, -1.089], [-3.571, 2.300, -0.917], [-3.552, 3.637, -0.540], [-2.349, 4.297, -0.337], [-1.150, 3.635, -0.536], [-1.148, 2.302, -0.922], [0.031, 1.544, -1.186], [1.068, 2.265, -1.286], [2.267, 1.722, -1.620], [2.423, 0.423, -2.143], [1.446, -0.426, -2.247], [3.715, 0.037, -2.627], [4.775, 0.874, -2.533], [4.657, 2.187, -1.981], [5.774, 3.037, -1.886], [5.644, 4.300, -1.367], [4.384, 4.741, -0.936], [3.283, 3.926, -1.017], [3.396, 2.625, -1.541], [-3.965, 0.100, -2.562], [-4.141, -0.410, -0.853], [-3.188, -1.400, -1.984], [-4.512, 1.794, -1.063], [-4.488, 4.160, -0.401], [-2.342, 5.334, -0.034], [-0.205, 4.141, -0.404], [3.814, -0.951, -3.054], [5.747, 0.555, -2.888], [6.736, 2.678, -2.230], [6.502, 4.953, -1.292], [4.278, 5.739, -0.534], [2.320, 4.279, -0.679], [2.058, -2.804, -1.252], [1.477, -2.238, -0.138], [1.609, -2.983, 0.887], [1.186, -2.657, 2.256], [1.775, -3.462, 3.237], [1.530, -3.261, 4.583], [0.682, -2.237, 4.976], [0.083, -1.442, 4.014], [0.307, -1.643, 2.652], [-0.587, -0.504, 1.541], [-0.018, 1.100, 2.167], [1.277, 1.454, 1.789], [1.821, 2.655, 2.209], [1.070, 3.513, 3.003], [-0.212, 3.159, 3.388], [-0.758, 1.950, 2.977], [-2.321, -0.730, 2.032], [-2.787, -1.960, 2.491], [-4.142, -2.163, 2.700], [-5.048, -1.142, 2.456], [-4.593, 0.087, 2.001], [-3.240, 0.290, 1.783], [1.954, -2.075, -1.909], [2.161, -3.915, 0.761], [2.447, -4.252, 2.929], [2.006, -3.891, 5.320], [0.485, -2.058, 6.023], [-0.579, -0.645, 4.329], [1.866, 0.793, 1.162], [2.824, 2.925, 1.906], [1.490, 4.456, 3.325], [-0.793, 3.818, 4.018], [-1.756, 1.684, 3.296], [-2.093, -2.766, 2.698], [-4.489, -3.121, 3.063], [-6.104, -1.302, 2.626], [-5.291, 0.893, 1.816], [-2.904, 1.257, 1.427], [-0.557, -5.874, -2.396], [-0.703, -4.411, -2.617], [-0.746, -3.662, -3.774], [-0.870, -2.329, -3.365], [-0.912, -2.260, -2.029], [-0.807, -3.540, -1.602], [-1.010, -1.117, -4.218], [-0.618, -6.400, -3.345], [-1.340, -6.258, -1.744], [0.411, -6.098, -1.945], [-0.696, -4.032, -4.781], [-0.778, -3.738, -0.616], [-0.321, -1.159, -5.059], [-0.804, -0.205, -3.662], [-2.024, -1.059, -4.619]], "atomic_forces_ev_per_a": [[0.3271, 0.0796, -0.0919], [-0.0594, -0.0025, 0.0548], [-0.0504, 0.1190, -0.0262], [0.1131, 0.0051, 0.0637], [0.1433, 0.0349, -0.0424], [0.0003, -0.0213, -0.0017], [-0.0146, 0.0191, 0.0019], [-0.0321, -0.0236, 0.0077], [-0.0776, -0.1407, -0.0489], [0.0163, 0.2810, 0.1525], [-0.0815, -0.2295, -0.0896], [-0.1714, 0.1516, 0.0488], [-0.0064, -0.2492, -0.1371], [0.0372, -0.0089, 0.1769], [-0.0231, 0.0815, 0.0671], [-0.0483, -0.0109, -0.0006], [0.0364, -0.0461, -0.0179], [-0.0372, 0.1067, 0.0389], [-0.0082, -0.0866, -0.0296], [0.0374, 0.0154, -0.0029], [0.0057, -0.0033, 0.0118], [0.0661, 0.0318, 0.0256], [-0.0024, -0.0247, 0.0108], [-0.0015, -0.0119, -0.0360], [-0.0130, -0.0052, -0.0141], [-0.0359, -0.0191, 0.0023], [-0.0280, 0.0151, -0.0001], [-0.0165, 0.0288, 0.0115], [0.0216, -0.0049, 0.0124], [0.0050, -0.0403, -0.0262], [0.0247, -0.0144, -0.0088], [0.0217, -0.0076, -0.0059], [0.0264, 0.0170, -0.0048], [0.0009, 0.0461, 0.0156], [-0.0161, -0.0046, 0.0067], [-0.0825, 0.2277, -0.0077], [-0.1923, -0.2294, 0.0996], [0.1144, 0.1494, -0.1929], [-0.0428, -0.1170, 0.0072], [-0.0313, 0.0180, 0.0733], [-0.0001, 0.0262, -0.0583], [0.0007, -0.0035, -0.0040], [0.0036, -0.0579, 0.0222], [0.0037, 0.0560, 0.1190], [-0.0035, -0.1126, -0.2523], [-0.0502, -0.0015, -0.0453], [0.0266, 0.0815, 0.0035], [-0.0115, 0.0265, -0.0085], [0.0485, 0.0002, -0.0190], [-0.0290, -0.0349, 0.0219], [0.0530, 0.0665, 0.0447], [-0.0548, 0.0797, -0.0407], [0.0246, -0.0001, -0.0194], [-0.0096, -0.0168, 0.0181], [-0.0030, 0.0211, -0.0067], [-0.0176, -0.0419, 0.0125], [0.0242, 0.0886, 0.0242], [0.0313, -0.0525, -0.0178], [0.0186, 0.0285, 0.0161], [0.0251, -0.0217, -0.0097], [0.0132, -0.0288, 0.0134], [0.0021, 0.0062, 0.0190], [-0.0204, 0.0079, -0.0002], [-0.0029, -0.0204, -0.0246], [0.0306, 0.0085, -0.0043], [0.0121, 0.0259, 0.0118], [-0.0177, 0.0369, 0.0166], [-0.0153, -0.0180, 0.0234], [0.0319, -0.0099, 0.0006], [-0.0179, -0.0281, 0.0057], [-0.0330, -0.0040, 0.0099], [-0.0239, 0.0257, 0.0035], [-0.0135, -0.0864, -0.0067], [0.0163, -0.0324, -0.0172], [-0.0088, -0.0142, 0.0158], [-0.0143, -0.0074, 0.0871], [-0.1336, 0.0587, 0.2072], [0.2767, -0.2045, -0.0881], [-0.1450, 0.0233, -0.0381], [-0.0078, 0.0674, -0.0329], [0.0041, -0.0133, -0.0100], [-0.0135, -0.0098, 0.0253], [0.0085, -0.0165, 0.0114], [0.0109, -0.0296, -0.0809], [0.0420, 0.0116, -0.0320], [0.0174, -0.0179, -0.0139], [-0.0053, -0.0012, 0.0140], [0.0010, 0.0130, -0.0205]], "lowdin_charge": [0.712, -0.039, -0.192, -0.239, -0.028, -0.063, -0.067, -0.005, -0.176, -0.005, 0.116, -0.150, -0.299, -0.168, 0.009, 0.005, -0.169, -0.028, -0.074, -0.069, -0.035, -0.103, 0.110, 0.089, 0.081, 0.111, 0.111, 0.109, 0.105, 0.119, 0.122, 0.115, 0.106, 0.106, 0.095, -0.045, -0.047, -0.088, -0.195, -0.029, -0.050, -0.048, -0.078, -0.295, 1.098, -0.362, -0.105, -0.063, -0.064, -0.064, -0.083, -0.349, -0.084, -0.067, -0.068, -0.069, -0.118, 0.053, 0.137, 0.116, 0.114, 0.115, 0.114, 0.103, 0.109, 0.110, 0.110, 0.099, 0.105, 0.110, 0.110, 0.113, 0.093, -0.003, -0.282, 0.040, -0.319, -0.012, 0.052, -0.011, 0.088, 0.087, 0.088, 0.121, 0.157, 0.094, 0.061, 0.092]}

(2)
{"formula": "CH5NO3", "method": "wB97M-V/def2-TZVPD", "smiles": "NC(=O)O.O", "homo_ha": -0.3861, "homo_lumo_gap_ev": 11.106, "symbols": ["N", "C", "O", "O", "H", "H", "H", "H", "H", "O"], "positions_angstrom": [[0.794, 2.771, 0.556], [1.383, 1.531, 0.182], [2.707, 1.534, 0.205], [0.745, 0.670, -0.370], [1.273, 3.190, 1.362], [-0.181, 2.709, 0.497], [2.968, 1.632, -0.688], [-4.193, -5.345, -1.290], [-4.161, -5.724, 0.242], [-4.648, -5.334, -0.474]], "atomic_forces_ev_per_a": [[3.0291, -1.6579, 0.5594], [-2.7258, 1.4228, -1.6020], [1.1877, 0.2409, 2.1504], [-0.0462, -0.1071, 0.5016], [-0.8061, 0.0654, -0.6084], [-1.4564, 0.1831, 0.5115], [0.8182, -0.1488, -1.5131], [1.1166, -0.2787, -0.9040], [0.6638, -0.2804, -0.0501], [-1.7810, 0.5607, 0.9547]], "lowdin_charge": [0.156, -0.647, 0.109, 0.092, 0.109, 0.075, 0.105, 0.009, 0.026, -0.035]}

For the records above, the corresponding ΔE to the lowest compared entry with this formula, charge and spin values read 1.7; 25.2 kcal/mol.